Entry 1:
The following is a DFT calculation (ωB97M-V/def2-TZVPD) of a structure of composition C45H62AsN7O2P3S4Ti.

Net charge: -2
Spin multiplicity: 2
Frontier orbital gap (spin up / spin down), Ha: 0.1581 / 0.1905
HOMO energy (spin up / spin down), eV: -0.70 / -1.58

Element x y z (Å)
Ti 0.76468 0.64201 1.00330
C 0.34256 0.71611 -3.34602
P 0.97277 -0.83343 -2.57113
C 0.19673 -2.11717 -3.66785
C 2.66677 -0.93537 -3.31834
C 2.90320 -0.34928 -4.56698
C 4.15580 -0.35920 -5.15191
C 5.21202 -0.97285 -4.49323
C 4.98745 -1.57727 -3.27060
C 3.72907 -1.57043 -2.66501
P 3.47185 -2.45798 -1.07131
C 3.90714 -4.16289 -1.66482
C 5.01654 -2.06453 -0.16368
H 0.08626 0.62288 -4.40444
H 1.09199 1.49745 -3.21597
H -0.53780 1.02432 -2.78056
H 0.41115 -1.95496 -4.72771
H -0.88648 -2.11997 -3.51754
H 0.57968 -3.09644 -3.37459
H 2.08994 0.13859 -5.08972
H 4.30988 0.11930 -6.11226
H 6.20697 -0.96945 -4.92251
H 5.82081 -2.04995 -2.76527
H 4.88437 -4.21523 -2.15114
H 3.14546 -4.51124 -2.36456
H 3.90830 -4.83564 -0.80384
H 5.92468 -2.18362 -0.75742
H 5.08042 -2.74673 0.68719
H 4.96711 -1.04748 0.22373
S 3.13401 4.00456 1.48710
As 3.67066 1.97208 1.43911
S 2.52639 0.74809 2.85050
S 2.66186 1.00805 -0.36795
S 5.71396 1.45723 1.35477
C -3.02542 0.56955 -1.02910
C -2.05669 0.89548 0.08096
O -0.79735 0.67655 -0.17428
C -2.51516 1.43527 1.30376
C -3.89628 1.60857 1.58835
C -4.32893 2.22121 2.74637
C -3.40286 2.70800 3.67071
C -2.04203 2.55479 3.42846
C -1.57029 1.90726 2.28410
O -0.27105 1.78964 2.10140
H -2.46388 0.15521 -1.86615
H -3.56474 1.45985 -1.37200
H -3.78135 -0.16411 -0.72580
H -4.62906 1.25369 0.87313
H -5.39241 2.33193 2.92906
H -3.73915 3.20596 4.57281
H -1.29605 2.92784 4.12003
N 0.52234 -1.14705 1.36134
P -0.11683 -2.40719 1.94330
N -1.10631 -2.10661 3.27349
C -1.63153 -3.25327 3.99586
C -2.87962 -2.85805 4.77846
C -2.56667 -1.70484 5.72797
C -1.94596 -0.54588 4.95288
C -0.72965 -1.00924 4.16354
N 1.02437 -3.56998 2.34874
C 2.40894 -3.14599 2.51026
C 2.98818 -3.70273 3.80295
C 2.86032 -5.22482 3.82567
C 1.41316 -5.65012 3.58255
C 0.86494 -5.00572 2.30947
N -1.15960 -3.28809 0.93852
C -2.46394 -2.66930 0.69219
C -3.38072 -3.65261 -0.02359
C -2.75625 -4.11019 -1.33901
C -1.34866 -4.64616 -1.09408
C -0.51098 -3.62792 -0.33476
H -0.87203 -3.64102 4.69862
H -1.85383 -4.05409 3.28748
H -3.26697 -3.72774 5.31802
H -3.64965 -2.54059 4.06769
H -1.85909 -2.05466 6.49009
H -3.46766 -1.38118 6.25632
H -1.65232 0.26600 5.62170
H -2.67646 -0.12793 4.25311
H 0.06084 -1.34205 4.85877
H -0.31630 -0.19184 3.57585
H 2.47954 -2.05822 2.45737
H 2.99309 -3.52831 1.65974
H 2.44275 -3.27024 4.64875
H 4.03128 -3.39372 3.89862
H 3.23353 -5.64182 4.76542
H 3.48792 -5.63982 3.02696
H 0.79155 -5.33311 4.42651
H 1.33362 -6.73937 3.50844
H -0.18723 -5.25244 2.16980
H 1.41789 -5.41354 1.44429
H -2.33432 -1.76809 0.07634
H -2.89578 -2.34306 1.63738
H -4.35296 -3.18205 -0.19436
H -3.54664 -4.51997 0.62553
H -2.69743 -3.25426 -2.02079
H -3.38076 -4.86307 -1.82902
H -0.85544 -4.88610 -2.03992
H -1.40379 -5.57293 -0.51126
H -0.37381 -2.71590 -0.93322
H 0.49183 -4.01080 -0.14602
N -1.82058 7.64674 -2.52324
C -1.93136 8.60752 -3.49627
C -2.74921 9.71788 -3.64296
C -2.58073 10.47461 -4.79214
C -1.62842 10.12963 -5.75657
C -0.81285 9.02120 -5.60519
C -0.96326 8.24754 -4.45644
N -0.29791 7.11291 -4.05941
C -0.82245 6.77653 -2.90679
C -0.44891 5.62699 -2.09440
C 0.74320 4.94790 -2.33674
C 1.06149 3.85476 -1.54752
N 0.27509 3.40231 -0.57536
C -0.85025 4.05963 -0.32921
C -1.25546 5.16853 -1.05526
H -2.30505 7.61575 -1.64472
H -3.48819 9.98440 -2.89767
H -3.19938 11.34967 -4.94671
H -1.53017 10.74761 -6.64056
H -0.07504 8.75056 -6.34868
H 1.40612 5.28511 -3.12090
H 1.98899 3.30703 -1.67734
H -1.46138 3.68343 0.48280
H -2.20466 5.63316 -0.81378

Cartesian forces (eV/Å) of the 2 atoms listed first:
Ti 0.29 -0.56 0.01
C -0.06 -0.07 -0.01

=====

Entry 2:
The following is a DFT calculation (ωB97M-V/def2-TZVPD) of a structure of composition C45H62Cl5CrGeN4OP3.

Net charge: +1
Spin multiplicity: 6
Frontier orbital gap (spin up / spin down), Ha: 0.2944 / 0.1721
HOMO energy (spin up / spin down), eV: -9.71 / -9.70

Element x y z (Å)
Cr -1.11159 0.41322 -1.04783
C -2.69464 4.45275 -0.12613
C -1.38107 4.11291 0.58023
C -0.54487 5.38152 0.75960
P -0.46501 2.64923 -0.16598
C 0.71721 2.44546 1.24021
N 1.57464 1.29445 1.13180
Ge 0.88224 -0.36372 0.35929
N 1.93194 -1.05672 -1.47440
C 1.23225 -1.28031 -2.71917
P -0.57447 -1.60066 -2.45384
C -0.53843 -3.35124 -1.78770
C 0.46018 -4.26844 -2.49724
C -0.28935 -3.41300 -0.28837
C -1.17973 -2.07521 -4.18128
C -2.61779 -1.59390 -4.41746
C -0.25654 -1.72413 -5.34883
C 3.23809 -0.77023 -1.54677
C 3.98821 -0.61770 -2.73749
C 5.31370 -0.26729 -2.67515
C 5.93357 -0.03776 -1.44410
C 5.22286 -0.20264 -0.26040
C 3.90052 -0.59087 -0.30340
N 3.09134 -0.83222 0.85553
C 3.39483 0.05678 1.96643
C 4.40243 -0.18889 2.88076
C 4.67828 0.74000 3.87215
C 3.91652 1.89777 3.94564
C 2.87062 2.12050 3.06527
C 2.58951 1.19672 2.05186
C 3.04441 -2.19952 1.30021
C 4.04429 -3.13179 1.10779
C 3.95445 -4.36948 1.73053
C 2.87890 -4.63140 2.56688
C 1.85505 -3.71007 2.72641
C 1.88855 -2.48443 2.04654
N 0.89819 -1.53615 2.03942
C -0.28795 -1.88322 2.80676
P -1.83897 -0.92179 2.44170
C -1.64618 0.36390 3.79498
C -1.80266 -0.13246 5.22987
C -2.55008 1.57115 3.54192
C -3.06819 -2.13229 3.19853
C -3.14630 -3.45111 2.42263
C -4.45576 -1.49914 3.31013
C 0.66341 3.32382 -1.50357
C 1.96768 3.97480 -1.04548
C -0.10152 4.24245 -2.46598
H -3.21002 5.23396 0.43598
H -3.35733 3.59486 -0.17128
H -2.53053 4.82368 -1.13806
H -1.63244 3.75152 1.57976
H -0.31538 5.84899 -0.19516
H 0.38427 5.20723 1.30098
H -1.13100 6.09476 1.34169
H 0.10787 2.41547 2.15734
H 1.32530 3.35209 1.27828
H 1.68077 -2.13598 -3.23152
H 1.31222 -0.41252 -3.38340
H -1.55533 -3.70999 -1.97422
H 1.47171 -4.10381 -2.12045
H 0.46745 -4.14608 -3.58198
H 0.20183 -5.30705 -2.28619
H 0.75803 -3.19738 -0.07278
H -0.50041 -4.41445 0.09204
H -0.92309 -2.70031 0.23536
H -1.22283 -3.16482 -4.14121
H -2.87879 -1.70199 -5.47118
H -3.32060 -2.20276 -3.84483
H -2.75456 -0.55085 -4.14534
H -0.16948 -0.65385 -5.51229
H -0.67208 -2.16169 -6.25814
H 0.74150 -2.14455 -5.21597
H 3.52078 -0.77495 -3.69942
H 5.88004 -0.16534 -3.59126
H 6.97526 0.24914 -1.40639
H 5.70843 -0.03840 0.68983
H 4.97350 -1.10745 2.82184
H 5.47594 0.55900 4.57897
H 4.13256 2.63010 4.71272
H 2.26605 3.00979 3.17949
H 4.90479 -2.88979 0.49564
H 4.73775 -5.10227 1.59511
H 2.83403 -5.57251 3.09924
H 1.03572 -3.94246 3.39207
H -0.05868 -1.71870 3.86589
H -0.53312 -2.94482 2.69369
H -0.60626 0.68828 3.65679
H -2.84087 -0.37525 5.45913
H -1.49467 0.65864 5.91638
H -1.18877 -1.00915 5.44001
H -3.59916 1.33983 3.73191
H -2.46834 1.89544 2.50587
H -2.27096 2.39804 4.19954
H -2.71013 -2.35576 4.20731
H -3.28204 -3.29695 1.35230
H -3.99083 -4.04164 2.78324
H -2.25140 -4.05744 2.55785
H -4.85541 -1.20751 2.33670
H -4.44681 -0.60803 3.93727
H -5.15602 -2.20773 3.75514
H 0.94743 2.41696 -2.04663
H 1.79732 4.86931 -0.44824
H 2.52955 4.27322 -1.93328
H 2.58997 3.27833 -0.48087
H -1.13051 3.91862 -2.60806
H 0.38638 4.25500 -3.44055
H -0.12172 5.26584 -2.09447
Cl -4.15613 1.34187 -0.20071
C -3.73993 1.71497 -1.84416
C -2.46379 1.33465 -2.27961
C -2.16637 1.75130 -3.58082
Cl -0.59052 1.34235 -4.18057
C -3.03317 2.46324 -4.39665
Cl -2.56911 2.92699 -5.98551
C -4.28921 2.81230 -3.90301
Cl -5.37426 3.72026 -4.87042
C -4.64321 2.44319 -2.60635
Cl -6.16599 2.91596 -1.96350
O -3.20122 -1.58006 -1.18803
H -3.79066 -1.61759 -0.42694
H -3.76611 -1.39294 -1.94844

Cartesian forces (eV/Å) of the 2 atoms listed first:
Cr -0.53 -0.41 0.32
C 0.02 -0.01 0.02

=====

> What is the net charge in the second record?

+1